Record 1
Entry from the Open Molecules 2025 dataset: a 21-piece molecular cluster, C8H54N2O22 overall in a non-equilibrium geometry (ωB97M-V/def2-TZVPD).

Geometry (Å):
O (1.031, -1.348, -4.264)
O (1.957, 5.347, -0.143)
O (3.371, -0.778, -1.767)
O (-5.122, -3.103, -1.321)
O (0.898, -6.224, 0.215)
O (-1.198, -1.188, 3.871)
O (-0.132, 2.257, -3.203)
O (-1.203, -5.948, 2.238)
O (5.174, -0.872, 0.273)
O (4.159, -0.793, 3.411)
O (-3.910, 1.441, 2.166)
O (-3.359, -1.232, 2.270)
O (-0.107, 4.243, -1.478)
O (0.698, -0.714, -1.825)
O (4.660, 1.817, -1.509)
O (2.625, 2.575, -3.171)
O (2.632, -4.680, 2.488)
O (-1.787, 3.579, 2.779)
O (-3.193, -0.930, -4.142)
O (2.077, -2.059, 2.266)
O (-2.091, 4.662, 0.217)
O (-2.514, 1.686, -4.311)
N (-1.496, -0.357, -1.736)
N (1.038, -0.477, 1.012)
C (0.239, -2.800, 1.140)
C (-0.192, 1.518, 0.570)
C (1.188, -1.675, 1.553)
C (1.252, 1.910, 0.683)
C (-0.292, -0.392, -1.146)
C (-0.158, 0.065, 0.278)
C (1.782, 0.682, 1.457)
C (-2.747, 0.014, -0.978)
H (-0.664, -0.506, 4.488)
H (-0.818, -2.703, 1.455)
H (0.265, -2.874, -0.019)
H (1.371, 2.890, 1.117)
H (-2.408, 4.078, 3.415)
H (5.663, 1.528, -1.567)
H (2.836, 0.577, 1.272)
H (-2.500, -1.289, 2.906)
H (3.292, -1.158, 3.015)
H (-3.139, -1.908, -4.527)
H (1.087, 4.889, -0.404)
H (-4.592, 2.003, 2.691)
H (0.407, -3.838, 1.442)
H (3.436, 2.361, -2.567)
H (-0.884, 3.714, 3.188)
H (-0.960, 4.488, -0.972)
H (4.649, 2.626, -0.872)
H (-4.198, -0.734, -4.113)
H (-1.496, -0.570, -2.748)
H (2.374, -4.931, 3.433)
H (-3.575, -0.779, -1.100)
H (-1.055, -0.360, 0.801)
H (-0.632, -6.007, 3.082)
H (-3.040, 4.641, -0.145)
H (1.676, 0.759, 2.514)
H (-5.536, -2.333, -1.817)
H (4.263, -1.163, -0.125)
H (-1.176, -1.997, 4.424)
H (1.754, 6.263, 0.168)
H (-2.118, 4.288, 1.150)
H (0.089, -6.277, 0.865)
H (-3.694, -0.251, 2.194)
H (-2.839, 0.688, -4.212)
H (2.476, -3.642, 2.355)
H (-0.649, 1.688, 1.506)
H (1.015, -0.990, -3.277)
H (-5.773, -3.885, -1.458)
H (3.003, 3.214, -3.868)
H (3.819, 0.131, -1.711)
H (5.094, -0.606, 1.254)
H (1.135, -2.376, -4.184)
H (-0.643, 2.031, -0.233)
H (-3.122, 0.937, -1.383)
H (-1.691, 1.893, -3.683)
H (2.357, -0.638, -1.711)
H (-2.196, -5.740, 2.465)
H (-0.382, 3.453, -2.113)
H (-2.582, 0.105, 0.080)
H (4.369, -1.331, 4.297)
H (1.594, 1.751, -0.349)
H (0.869, 2.263, -2.892)
H (-0.222, 2.892, -4.035)
H (-3.157, 2.049, 2.010)
H (1.570, -5.536, 0.602)

* orbital gap: 8.2964 eV
* ΔE to the lowest compared entry with this formula, charge and spin: 0.0 kJ/mol
* LUMO: -0.99 eV
* F_max: 4.57 eV Å⁻¹

Record 2
Entry from the Open Molecules 2025 dataset: a 2-piece molecular cluster, C4H10O2 overall (ωB97M-V/def2-TZVPD).

Geometry (Å):
O (-1.060, 0.953, 1.204)
O (0.101, -1.095, 0.655)
C (-0.370, 0.350, -0.706)
C (-0.269, -1.115, -0.681)
C (-0.125, 1.826, 1.810)
C (0.802, -1.709, -1.585)
H (1.755, -1.194, -1.422)
H (-0.715, -0.003, 1.321)
H (-0.285, 2.835, 1.416)
H (-1.261, 0.907, -0.977)
H (-1.242, -1.602, -0.873)
H (0.532, -1.650, -2.646)
H (0.566, 0.900, -0.702)
H (-0.271, 1.850, 2.896)
H (0.937, -2.760, -1.312)
H (0.906, 1.508, 1.602)

* orbital gap (spin up / spin down): 8.6854 / 8.6861 eV
* ΔE to the lowest compared entry with this formula, charge and spin: 417.7 kJ/mol
* LUMO (spin up / spin down): -0.26 / -0.25 eV
* F_max: 0.27 eV Å⁻¹

Record 3
Entry from the Open Molecules 2025 dataset: C49H51BFeNO2P2Si as an isolated structure (ωB97M-V/def2-TZVPD).

Geometry (Å):
Fe (-0.004, 0.270, 0.172)
P (-2.281, 0.527, 0.225)
P (2.176, 0.520, -0.040)
Si (0.033, 2.295, -0.901)
O (-1.088, -2.129, -1.115)
O (1.144, -2.142, -1.510)
N (0.147, 0.691, 2.159)
C (-5.001, -0.453, -3.367)
C (1.581, 3.143, -0.196)
C (0.277, 3.154, 2.818)
C (4.409, -2.183, 2.937)
C (-3.828, -1.434, 4.068)
C (-3.772, 2.880, 0.712)
C (4.504, 0.500, -1.594)
C (-2.849, 0.066, -2.438)
C (-2.568, 2.327, 0.276)
C (-3.395, -1.522, 1.706)
C (-3.383, 0.045, -1.152)
C (-3.654, -0.169, -3.540)
C (-0.005, -1.800, 2.100)
C (0.075, 1.126, 4.366)
C (-0.020, -0.275, 4.194)
C (3.193, 0.214, -4.017)
C (3.775, -1.033, 3.385)
C (-1.565, 3.127, -0.279)
C (0.713, -3.508, -1.690)
C (3.156, -0.482, 1.122)
C (0.033, 2.617, -2.763)
C (4.574, 0.326, -3.990)
C (0.018, -0.499, 2.837)
C (4.409, -2.491, 1.583)
C (-1.645, -4.465, -1.189)
C (3.890, 4.117, 1.050)
C (1.827, 4.514, -0.124)
C (-5.538, -0.492, -2.088)
C (3.782, -1.648, 0.679)
C (-1.285, -3.140, -3.269)
C (-3.000, 5.054, 0.052)
C (-0.831, -3.357, -1.831)
C (-4.735, -0.237, -0.985)
C (-1.813, 4.499, -0.394)
C (2.539, 2.270, 0.328)
C (-3.024, -0.176, 1.720)
C (-3.808, -2.143, 2.873)
C (0.168, 1.690, 3.105)
C (-3.419, -0.110, 4.094)
C (1.132, -4.271, -0.440)
C (-3.012, 0.518, 2.926)
C (3.687, 2.750, 0.952)
C (1.419, -4.074, -2.909)
C (3.114, 0.373, -1.610)
C (5.229, 0.470, -2.773)
C (-3.981, 4.243, 0.612)
C (3.143, -0.186, 2.485)
C (2.967, 4.999, 0.499)
C (2.470, 0.237, -2.832)
B (0.086, -1.386, -1.040)
H (-4.102, -3.185, 2.854)
H (0.656, -3.858, 0.451)
H (-0.007, 3.699, -2.927)
H (1.297, 3.461, 2.578)
H (1.114, 5.220, -0.532)
H (3.750, -0.799, 4.441)
H (-0.276, -2.606, 2.784)
H (-1.150, -4.039, -3.871)
H (-5.168, -0.257, 0.007)
H (-6.587, -0.715, -1.946)
H (-0.031, 3.707, 3.707)
H (-4.141, -1.923, 4.982)
H (2.212, -4.179, -0.317)
H (0.973, -2.049, 1.668)
H (-0.751, -1.818, 1.292)
H (3.135, 6.067, 0.566)
H (0.881, -5.330, -0.516)
H (2.615, 0.687, 2.851)
H (1.394, 0.145, -2.857)
H (-0.734, -2.319, -3.732)
H (0.059, 1.678, 5.294)
H (0.940, 2.249, -3.244)
H (-3.166, 6.120, -0.038)
H (-0.108, -1.036, 4.956)
H (5.140, 0.306, -4.912)
H (-5.631, -0.649, -4.226)
H (-1.452, -4.530, -0.119)
H (4.894, -3.394, 1.231)
H (-2.643, 1.535, 2.965)
H (-2.707, -4.261, -1.335)
H (-1.790, 0.248, -2.567)
H (2.674, 0.109, -4.962)
H (-0.837, 2.185, -3.260)
H (2.492, -4.108, -2.718)
H (4.895, -2.844, 3.643)
H (-3.342, -2.084, 0.780)
H (1.075, -5.090, -3.118)
H (6.307, 0.563, -2.743)
H (-1.068, 5.149, -0.839)
H (-4.912, 4.675, 0.959)
H (4.771, 4.497, 1.551)
H (-0.366, 3.470, 1.997)
H (1.250, -3.458, -3.790)
H (3.766, -1.898, -0.374)
H (-1.418, -5.430, -1.647)
H (-4.544, 2.243, 1.128)
H (-2.343, -2.874, -3.266)
H (-3.392, 0.433, 5.029)
H (4.411, 2.063, 1.372)
H (-3.226, -0.147, -4.535)
H (5.025, 0.615, -0.652)

* orbital gap (spin up / spin down): 6.6719 / 7.0329 eV
* ΔE to the lowest compared entry with this formula, charge and spin: 0.0 kJ/mol
* 2S+1: 2
* LUMO (spin up / spin down): -0.02 / 0.35 eV
* F_max: 0.56 eV Å⁻¹
* expectation value of S²: 0.885

Record 4
Entry from the Open Molecules 2025 dataset: C44H44GeN7Ti as an isolated structure (ωB97M-V/def2-TZVPD).

Geometry (Å):
Ge (0.078, 2.253, -0.011)
Ti (0.005, -0.380, -0.118)
N (0.112, -0.155, -2.139)
N (0.066, -2.785, -0.229)
N (2.017, -0.409, -0.432)
N (-0.370, -4.873, 0.321)
N (-1.957, -0.395, 0.471)
N (0.167, -0.433, 1.914)
N (-2.334, -10.107, 4.119)
C (-1.925, -5.857, 1.895)
C (-0.457, -8.228, 1.854)
C (0.042, 3.213, 4.121)
C (-3.539, -1.147, -1.329)
C (-3.446, -1.168, 2.177)
C (0.367, -3.601, -1.297)
C (1.444, -0.224, 2.601)
C (4.062, -1.991, -3.144)
C (-0.788, -5.982, 1.109)
C (1.422, -0.721, -4.062)
C (-1.589, -8.110, 2.656)
C (-2.504, -1.672, -2.324)
C (-2.321, -6.926, 2.680)
C (2.613, -0.928, 1.926)
C (-1.638, 3.761, -1.849)
C (0.104, -4.894, -0.973)
C (3.025, -0.274, 0.613)
C (1.757, 3.583, 1.981)
C (-1.560, 3.177, -0.586)
C (-0.313, 2.777, 2.855)
C (-2.003, -9.220, 3.469)
C (-3.221, -2.055, 4.513)
C (-0.921, -0.908, 2.533)
C (-0.380, -3.582, 0.717)
C (-3.832, 3.921, -0.175)
C (-2.792, 4.402, -2.281)
C (-2.161, -0.836, 1.718)
C (2.127, 4.016, 3.248)
C (1.272, 3.830, 4.323)
C (0.536, 2.950, 1.760)
C (2.320, -0.841, -1.670)
C (3.636, -1.831, -4.448)
C (-3.070, -0.026, -0.410)
C (-2.679, 3.276, 0.242)
C (-3.894, 4.482, -1.445)
C (1.260, -0.586, -2.670)
C (3.494, -1.557, -1.956)
C (-1.847, -1.984, 4.664)
C (-3.913, -1.676, 3.378)
C (2.448, -1.232, -4.832)
C (-0.048, -7.155, 1.081)
C (-0.870, -1.500, 3.811)
C (-1.998, -0.707, -3.399)
C (-0.987, 0.356, -2.957)
H (3.081, 4.506, 3.392)
H (-1.270, 2.277, 2.734)
H (2.270, -1.187, -5.901)
H (0.737, -3.209, -2.229)
H (-3.898, 0.367, 0.184)
H (-2.847, -0.181, -3.847)
H (1.555, 4.170, 5.310)
H (4.997, -2.524, -3.014)
H (-4.224, -1.013, 1.443)
H (3.992, -0.662, 0.297)
H (-3.889, -1.989, -0.723)
H (-0.637, 3.072, 4.953)
H (2.402, -1.991, 1.775)
H (-2.504, -4.943, 1.883)
H (-3.204, -6.852, 3.300)
H (-1.461, -2.366, 5.603)
H (-4.682, 3.993, 0.491)
H (-4.792, 4.990, -1.773)
H (-1.559, -1.302, -4.205)
H (-3.794, -2.454, 5.339)
H (3.167, 0.800, 0.785)
H (1.175, 2.781, -0.970)
H (-1.657, -2.099, -1.782)
H (0.847, -7.226, 0.478)
H (-2.662, 2.847, 1.239)
H (-4.988, -1.812, 3.411)
H (0.184, -5.811, -1.529)
H (1.389, -0.497, 3.651)
H (4.078, -1.821, -1.085)
H (-1.479, 1.129, -2.369)
H (4.272, -2.217, -5.233)
H (-2.823, 4.850, -3.266)
H (1.633, 0.853, 2.586)
H (3.469, -0.863, 2.604)
H (0.105, -9.151, 1.849)
H (2.438, 3.748, 1.153)
H (0.127, -1.592, 4.217)
H (-0.590, 0.883, -3.828)
H (-0.687, -3.284, 1.706)
H (-0.781, 3.727, -2.514)
H (-4.415, -0.783, -1.876)
H (0.573, -0.380, -4.637)
H (-2.955, -2.522, -2.842)
H (-2.735, 0.830, -0.991)

* orbital gap: 6.3158 eV
* net charge: +1
* ΔE to the lowest compared entry with this formula, charge and spin: 40.4 kJ/mol
* LUMO: -3.35 eV
* F_max: 0.81 eV Å⁻¹

Record 5
Entry from the Open Molecules 2025 dataset: one molecule with the formula C24H24FN5OS in a non-equilibrium geometry (ωB97M-V/def2-TZVPD).

Geometry (Å):
S (0.670, -1.456, 3.745)
F (-5.055, -1.156, -2.385)
O (-2.701, -2.274, 3.585)
N (1.945, -0.364, 1.584)
N (2.232, 1.522, -2.662)
N (1.079, -2.345, 1.203)
N (-1.605, -2.682, 1.617)
N (1.662, -1.918, 0.070)
C (0.685, 2.969, 0.291)
C (3.292, 2.471, -2.487)
C (-1.004, 2.330, -1.285)
C (2.253, 0.860, 2.273)
C (0.038, 3.162, -0.916)
C (-1.712, -2.594, 2.964)
C (1.292, 1.570, -3.644)
C (-2.529, -2.301, 0.642)
C (0.999, 1.732, 2.458)
C (-2.941, -1.950, -1.706)
C (-0.399, -2.933, 3.669)
C (1.243, -1.411, 2.105)
C (2.171, -0.740, 0.281)
C (0.897, -0.226, -2.385)
C (0.291, 1.950, 1.149)
C (-4.675, -1.503, -0.083)
C (-2.096, -2.333, -0.684)
C (0.450, 0.503, -3.502)
C (-3.825, -1.887, 0.938)
C (-0.752, 1.116, 0.766)
C (1.994, 0.425, -1.884)
C (-4.224, -1.538, -1.389)
C (2.892, 0.063, -0.738)
C (-1.395, 1.303, -0.444)
H (-2.615, -1.962, -2.734)
H (0.328, 1.242, 3.164)
H (1.313, 2.685, 2.887)
H (-4.158, -1.862, 1.962)
H (-1.078, 0.325, 1.427)
H (2.675, 0.609, 3.251)
H (0.161, -3.722, 3.171)
H (3.295, 0.968, -0.281)
H (0.344, 3.967, -1.568)
H (1.493, 3.627, 0.585)
H (-1.089, -2.653, -0.905)
H (-2.206, 0.649, -0.725)
H (-5.681, -1.178, 0.128)
H (0.475, -1.128, -1.993)
H (1.295, 2.359, -4.371)
H (-0.600, -3.186, 4.709)
H (3.733, -0.536, -1.110)
H (3.275, 3.179, -3.314)
H (-0.389, 0.266, -4.124)
H (3.171, 3.028, -1.553)
H (-1.511, 2.482, -2.225)
H (4.264, 1.973, -2.475)
H (3.005, 1.401, 1.694)
H (-0.671, -2.897, 1.251)

* orbital gap: 8.5034 eV
* ΔE to the lowest compared entry with this formula, charge and spin: 6.6 kJ/mol
* LUMO: 0.40 eV
* F_max: 1.15 eV Å⁻¹
* structure (SMILES): Cn1cccc1Cc1nnc(SCC(=O)Nc2ccc(F)cc2)n1CCc1ccccc1

Record 6
Entry from the Open Molecules 2025 dataset: C21H29CoF3N2OSSi as an isolated structure (ωB97M-V/def2-TZVPD).

Geometry (Å):
Co (-0.326, 0.257, 0.141)
S (-0.325, 3.515, -0.282)
Si (-0.386, -3.371, 0.096)
F (0.665, 5.452, -2.595)
F (-1.501, 5.406, -2.604)
F (-0.405, 5.247, -4.450)
O (-2.931, -0.733, 0.814)
N (-0.258, 1.324, -1.754)
N (-0.224, 0.646, 2.617)
C (1.661, 0.528, 0.496)
C (2.655, 0.485, -0.502)
C (-0.309, 2.692, -1.762)
C (4.465, 0.653, 1.075)
C (1.190, 0.831, 2.960)
C (-0.370, 3.344, -3.037)
C (2.157, 0.675, 1.797)
C (3.521, 0.719, 2.088)
C (-0.369, 1.226, -4.150)
C (-2.293, 0.076, 0.126)
C (0.101, -3.784, 1.879)
C (-0.041, -1.712, -0.559)
C (-0.283, 0.649, -2.894)
C (-0.409, 2.612, -4.202)
C (-0.401, 4.841, -3.139)
C (-1.004, 1.847, 2.856)
C (4.017, 0.549, -0.241)
C (-3.175, 1.069, -0.656)
C (-0.806, -0.473, 3.331)
C (0.554, -4.724, -0.881)
C (-2.206, -3.842, -0.065)
H (1.013, -1.684, -0.878)
H (-0.388, 0.616, -5.042)
H (1.063, -3.329, 2.138)
H (-2.936, 2.096, -0.365)
H (4.734, 0.513, -1.057)
H (-0.616, 2.665, 2.256)
H (-0.465, 3.121, -5.155)
H (3.849, 0.805, 3.124)
H (1.323, 1.830, 3.398)
H (-2.945, 0.995, -1.724)
H (-2.385, -4.888, 0.210)
H (-0.650, -1.704, -1.477)
H (0.242, -5.735, -0.595)
H (-0.222, -0.427, -2.785)
H (-0.849, -0.282, 4.422)
H (-2.039, 1.670, 2.561)
H (-2.541, -3.698, -1.097)
H (-0.646, -3.424, 2.587)
H (-2.814, -3.190, 0.565)
H (5.526, 0.682, 1.304)
H (-0.200, -1.356, 3.159)
H (-4.236, 0.853, -0.485)
H (1.458, 0.119, 3.752)
H (0.191, -4.868, 2.005)
H (-1.808, -0.671, 2.951)
H (2.343, 0.399, -1.541)
H (0.389, -4.605, -1.956)
H (-0.987, 2.134, 3.926)
H (1.631, -4.639, -0.705)

* orbital gap (spin up / spin down): 5.7504 / 5.8629 eV
* net charge: -2
* ΔE to the lowest compared entry with this formula, charge and spin: 31.0 kJ/mol
* 2S+1: 2
* LUMO (spin up / spin down): 5.09 / 5.09 eV
* F_max: 0.53 eV Å⁻¹
* expectation value of S²: 0.768

Record 7
Entry from the Open Molecules 2025 dataset: a 2-piece molecular cluster, C3H10O2S2 overall in a non-equilibrium geometry (ωB97M-V/def2-TZVPD).

Geometry (Å):
S (0.289, -1.089, 0.933)
S (-1.484, -0.035, 0.493)
O (1.970, 1.471, -1.493)
O (-0.241, -4.431, 0.332)
C (1.243, 2.591, -1.045)
C (0.094, 2.200, -0.099)
C (-0.832, 1.168, -0.708)
H (2.486, 1.051, -0.798)
H (1.954, 3.275, -0.592)
H (0.968, -0.549, -0.052)
H (-0.168, -3.877, -0.454)
H (-1.723, 1.643, -1.098)
H (-0.489, -3.827, 1.042)
H (0.854, 3.032, -1.957)
H (0.660, 1.744, 0.723)
H (-0.378, 3.118, 0.256)
H (-0.456, 0.573, -1.541)

* orbital gap: 8.7374 eV
* ΔE to the lowest compared entry with this formula, charge and spin: 48.2 kJ/mol
* LUMO: 0.23 eV
* F_max: 1.88 eV Å⁻¹
* structure (SMILES): OCCCSS.O